C5H11N2O2 | ωB97M-V/def2-TZVPD

Cartesian coordinates (Å):
C1 1.36729 0.57667 0.16990
C2 0.00972 -0.03028 0.21653
C3 0.10706 -1.48549 -0.37118
C4 -0.87879 0.88142 -0.65970
C5 -0.46609 0.02418 1.67645
N1 0.55447 -0.98721 2.49181
N2 1.48571 -0.30082 3.05222
O1 1.43490 0.99247 3.07642
O2 2.43367 -0.90067 3.56559
H1 1.44990 1.34187 0.98942
H2 1.47134 1.07806 -0.95166
H3 2.19515 -0.11398 0.04876
H4 -0.87750 -1.94254 -0.54956
H5 0.60550 -2.14681 0.35864
H6 0.81357 -1.42031 -1.19462
H7 -1.99865 0.80454 -0.46203
H8 -0.63892 1.91473 -0.30704
H9 -0.60044 0.67410 -1.68836
H10 -0.17059 0.97009 2.19116
H11 -1.51138 -0.31243 1.97309

E_HOMO in eV: -4.08
Total charge: -1
Molar mass in g mol⁻¹: 131.16
SMILES: CC(C)(C)CN=[N+]([O-])[O-]
Multiplicity: 1
Energy in eV: -12435.3808


C26H34N4O6 | ωB97M-V/def2-TZVPD

Cartesian coordinates (Å):
C1 -1.95734 2.91936 -2.00432
C2 -2.00282 1.62806 -2.26990
C3 -1.68169 0.51753 -1.31151
N1 -1.18248 0.97119 -0.03089
C4 -1.92898 1.54607 0.93673
O1 -1.43052 1.99063 1.96104
C5 -3.43947 1.57967 0.75921
C6 -4.04850 0.49576 1.66344
C7 -3.51259 -0.85535 1.22989
O2 -3.76981 -1.33858 0.14788
N2 -2.69284 -1.45272 2.13793
C8 -2.06594 -2.67018 1.96920
C9 -1.92751 -3.45321 0.79596
C10 -1.21831 -4.54056 1.21924
C11 -0.69142 -5.72669 0.50753
O3 -0.96378 -4.41777 2.53202
N3 -1.48776 -3.25351 2.99406
C12 0.26699 0.91489 0.19068
C13 0.99589 1.50933 -1.02257
O4 1.19335 0.90879 -2.06049
N4 1.38202 2.78302 -0.82987
C14 2.05588 3.57107 -1.83926
C15 3.41301 4.09049 -1.32842
C16 3.15655 5.54613 -0.94681
C17 2.19454 6.01253 -2.03523
C18 1.23934 4.82924 -2.20467
C19 0.71849 -0.47826 0.57065
C20 0.85694 -0.78060 1.91404
C21 1.28734 -2.03416 2.32131
C22 1.57466 -3.01504 1.38845
O5 2.02111 -4.26970 1.67412
C23 2.23095 -4.61025 3.02417
C24 1.40498 -2.72435 0.01751
O6 1.67791 -3.75305 -0.83833
C25 1.52150 -3.52619 -2.21783
C26 0.98740 -1.46585 -0.37383
H1 -2.19322 3.66008 -2.74806
H2 -1.68553 3.29402 -1.03073
H3 -2.28200 1.28006 -3.25492
H4 -2.55605 -0.12842 -1.18162
H5 -0.90310 -0.09908 -1.76442
H6 -3.78786 2.55686 1.09783
H7 -3.74820 1.43084 -0.27115
H8 -5.13311 0.49469 1.54246
H9 -3.80022 0.70630 2.70350
H10 -2.52642 -1.01817 3.03451
H11 -2.30552 -3.22913 -0.17643
H12 -1.25102 -5.88956 -0.40853
H13 0.35794 -5.55935 0.26067
H14 -0.75676 -6.60455 1.14573
H15 0.44201 1.55910 1.06061
H16 1.17933 3.24188 0.04496
H17 2.17817 2.90118 -2.69305
H18 3.78019 3.48938 -0.49775
H19 4.14739 4.04486 -2.13245
H20 4.07098 6.13574 -0.91278
H21 2.67361 5.60452 0.03018
H22 1.67131 6.93018 -1.77135
H23 2.74566 6.18546 -2.96046
H24 0.83345 4.76766 -3.21217
H25 0.40045 4.92358 -1.51372
H26 0.63133 -0.03342 2.65982
H27 1.38711 -2.23550 3.37501
H28 2.98510 -3.96534 3.48677
H29 2.59341 -5.63693 3.01201
H30 1.30108 -4.55969 3.59761
H31 2.17673 -2.72529 -2.57356
H32 1.79961 -4.46140 -2.70159
H33 0.48364 -3.28263 -2.46811
H34 0.91338 -1.22564 -1.42000

E_HOMO in eV: -7.91
Molar mass in g mol⁻¹: 498.58
SMILES: C=CCN(C(=O)CCC(=O)Nc1cc(C)on1)[C@H](C(=O)NC1CCCC1)c1ccc(OC)c(OC)c1
Multiplicity: 1
Energy in eV: -45758.8299


C34H57DyN3O2SSi | ωB97M-V/def2-TZVPD

Cartesian coordinates (Å):
O1 1.12803 -1.20584 0.01194
O2 0.96568 -0.20105 -3.67886
C1 2.56179 -1.52608 -0.01925
C2 2.87135 -2.81726 0.68850
H1 3.06597 -0.67874 0.47138
H2 2.85523 -1.54669 -1.07794
H3 2.52262 -2.81469 1.72626
H4 3.95304 -2.96848 0.69792
H5 2.43429 -3.68078 0.18536
C3 0.19037 -2.29442 -0.27029
C4 0.43559 -2.97356 -1.60445
H6 -0.81748 -1.84343 -0.24396
H7 0.25290 -3.00148 0.57049
H8 0.58082 -2.24979 -2.41789
H9 -0.44443 -3.58586 -1.84491
H10 1.29994 -3.64393 -1.55109
C5 -0.18059 0.32901 -4.37603
C6 1.96379 -0.79009 -4.53727
C7 -1.43154 -0.48813 -4.14024
H11 0.03751 0.39233 -5.45735
H12 -0.33953 1.35604 -4.01089
H13 -1.30842 -1.51764 -4.49021
H14 -2.25852 -0.02920 -4.69123
H15 -1.70359 -0.50378 -3.08036
C8 1.42263 -1.95161 -5.34376
H16 2.77703 -1.13189 -3.87737
H17 2.37685 -0.01674 -5.21056
H18 0.92297 -2.68397 -4.70103
H19 2.24907 -2.45473 -5.85083
H20 0.71746 -1.60737 -6.10717
H21 1.15321 0.35128 -1.48806
N1 -0.82101 -0.80668 3.14660
C9 -1.71110 -0.30635 4.02947
C10 -2.48489 0.84302 3.82317
C11 -2.60674 1.61389 2.65857
C12 -1.92745 -1.04808 5.33137
H22 -0.98449 -1.46144 5.70788
H23 -2.65252 -1.87042 5.21662
H24 -2.32113 -0.36142 6.08887
C13 -3.68370 2.65995 2.59139
H25 -4.41080 2.46023 1.79096
H26 -3.27026 3.66554 2.43029
H27 -4.22217 2.66402 3.54518
N2 -1.77918 1.46776 1.61635
C14 -0.48817 -2.19807 3.23892
C15 0.75026 -2.61284 3.79172
C16 1.72573 -1.63275 4.38254
C17 1.03070 -3.97748 3.85727
H28 1.97773 -4.30436 4.29775
C18 0.10592 -4.92058 3.41422
H29 0.34409 -5.98433 3.46555
C19 -1.13565 -4.50561 2.93936
H30 -1.88838 -5.23762 2.64375
C20 -1.45765 -3.15470 2.86721
C21 -2.83515 -2.73982 2.45332
C22 -1.97283 2.12011 0.35698
C23 -1.31338 3.33895 0.05360
C24 -0.41160 4.00497 1.05633
C25 -1.44128 3.87055 -1.22982
H31 -0.94714 4.81571 -1.46927
C26 -2.18895 3.20451 -2.20773
H32 -2.27020 3.60882 -3.21785
C27 -2.87245 2.02653 -1.87703
H33 -3.50950 1.52888 -2.61026
C28 -2.77642 1.47569 -0.60263
C29 -3.47076 0.19146 -0.27235
Dy1 0.26599 0.51723 1.51119
H34 2.45455 -1.25523 3.64464
H35 2.31592 -2.12870 5.17299
H36 1.23101 -0.76696 4.84098
H37 -2.83756 -1.86792 1.78559
H38 -3.46577 -2.49817 3.32225
H39 -3.33038 -3.56839 1.93110
H40 -0.46402 5.09703 0.93723
H41 0.65157 3.73611 0.91085
H42 -0.66332 3.76612 2.09596
H43 -3.92997 0.20270 0.72382
H44 -2.79145 -0.67562 -0.31148
H45 -4.26339 0.01212 -1.00859
H46 -3.10641 1.15003 4.66326
C30 1.16764 1.43672 -1.18582
Si1 2.40420 2.47549 -2.22085
H47 0.15459 1.84122 -1.29876
H48 1.54965 1.55774 -0.14658
C31 3.99315 1.54083 -2.54692
C32 2.79982 4.03070 -1.24301
C33 1.74468 3.01522 -3.89442
H49 2.39369 3.79647 -4.31838
H50 0.73365 3.42955 -3.80832
H51 1.70533 2.19253 -4.61999
H52 4.55538 1.37545 -1.61987
H53 4.62426 2.13659 -3.22098
H54 3.82039 0.56847 -3.02192
H55 2.96508 3.81638 -0.18039
H56 1.99071 4.76831 -1.32070
H57 3.71327 4.49964 -1.63393
S1 2.98993 1.53568 2.02625
C34 1.68421 1.77862 2.95446
N3 0.61013 1.82451 3.49122

E_HOMO (alpha / beta) in eV: -10.74 / -10.75
Total charge: +1
Molar mass in g mol⁻¹: 762.50
⟨S²⟩: 9.343
Multiplicity: 6
Energy in eV: -87542.5882


Short version: max |F| = 4.0; 1.3; 2.9 eV Å⁻¹, in the order given.